[1]
ORCA calculation (ωB97M-V/def2-TZVPD) on C56H56N2P2PdS5SeSi as an isolated structure.

Last column: Mulliken charge in e.
Element x y z (Å)
Pd 1.110 -0.348 -0.004  0.86
Se 0.177 2.067 0.467  -0.68
S 0.241 -2.933 -5.323  -0.26
S 1.233 -5.442 -4.023  -0.25
S -0.475 -0.021 -5.426  -0.01
S 1.568 -2.765 -2.795  0.27
S 1.160 0.160 -2.434  -0.41
P -0.628 -1.996 0.073  1.27
P 3.388 -0.774 0.409  2.12
Si 1.045 -0.592 2.271  2.00
N -2.666 2.121 0.718  1.26
N -2.044 2.568 -1.330  0.61
C 0.445 -6.477 -0.078  -0.78
C 4.353 -2.843 -1.177  -0.53
C 0.966 0.911 -6.000  -0.78
C -2.667 -2.460 2.023  -0.03
C 4.487 3.131 0.702  -0.89
C -4.642 3.612 3.843  -1.50
C -2.414 -1.780 4.315  -0.90
C -5.165 2.315 0.356  -0.33
C -3.945 -1.195 -3.036  -1.15
C -1.593 2.239 -0.103  -0.36
C 4.608 -2.698 2.156  -0.42
C -3.824 2.353 -0.004  0.78
C -1.988 -1.760 -1.120  0.67
C -3.168 -2.380 3.312  -0.86
C -0.646 -1.315 2.727  -0.40
C -1.863 5.621 -0.699  -0.64
C -6.090 2.586 -0.637  -0.97
C 4.592 -3.481 3.302  -0.91
C -1.937 -2.344 -2.384  -0.69
C 6.130 -2.656 -2.779  -0.76
C 3.519 -1.881 1.864  -1.39
C 5.150 -3.415 -2.153  -0.60
C 5.769 1.964 2.366  -0.69
C -0.515 4.230 -2.399  -0.30
C 1.028 -4.184 0.330  0.15
C -2.607 1.751 2.129  -0.22
C -3.427 2.643 -1.307  0.68
C -1.162 -1.261 4.024  0.14
C 4.526 -1.508 -0.809  0.77
C 5.501 -0.752 -1.450  -0.95
C -2.904 -2.060 -3.336  -1.04
C 6.302 -1.326 -2.428  -0.68
C 0.953 -1.252 -3.404  -1.04
C -1.221 2.885 -2.499  0.02
C 5.190 0.765 1.975  -0.24
C -0.828 -6.080 -0.459  -0.74
C -0.247 -3.777 -0.051  0.18
C 3.500 -3.433 4.161  -0.79
C 1.040 -3.806 -4.071  0.05
C 4.248 0.743 0.952  0.37
C -1.415 5.442 -2.151  -0.75
C -5.691 2.889 -1.943  -0.99
C 3.894 1.936 0.322  -0.46
C 1.372 0.873 3.412  -1.28
C -1.419 -1.917 1.727  -0.31
C -4.015 -0.615 -1.777  -0.32
C 2.417 -1.819 2.724  0.64
C 0.323 -1.341 -4.598  0.72
C 1.373 -5.527 0.324  -0.53
C -3.413 4.011 3.035  -0.07
C -1.176 -4.737 -0.441  -0.60
C -3.039 -0.889 -0.831  -0.81
C 5.422 3.146 1.729  -0.64
C -2.325 2.941 3.037  -0.80
C 2.429 -2.598 3.879  -0.40
C -4.355 2.925 -2.301  -1.01
H 1.812 0.512 4.346  0.48
H 6.490 1.974 3.173  0.42
H -2.213 6.638 -0.521  0.53
H -0.515 2.069 -2.640  -0.84
H -4.145 -2.788 3.538  0.42
H 4.990 -4.447 -2.436  0.52
H 7.058 -0.727 -2.918  0.44
H -3.700 4.243 2.004  0.00
H 6.748 -3.099 -3.549  0.39
H -4.392 3.506 4.900  0.41
H -1.901 2.871 -3.352  0.48
H -1.360 3.363 2.748  0.24
H -5.053 2.655 3.514  0.26
H 3.137 1.925 -0.456  0.54
H 3.577 -3.440 -0.712  0.39
H -4.701 -0.973 -3.779  0.42
H -5.477 2.088 1.365  0.30
H -6.444 3.097 -2.691  0.44
H -7.144 2.564 -0.398  0.42
H -2.805 -1.721 5.323  0.45
H 5.460 -2.734 1.488  0.59
H 5.464 -0.152 2.483  0.32
H 4.205 4.050 0.207  0.47
H 0.248 4.174 -1.620  0.06
H 1.575 1.207 -5.147  0.17
H 2.082 1.575 2.968  0.17
H 2.370 -5.827 0.622  0.53
H 3.485 -4.052 5.049  0.43
H -2.289 5.399 -2.811  0.29
H -0.862 6.335 -2.452  0.45
H -2.679 4.952 -0.425  -0.11
H 1.758 -3.442 0.633  -0.26
H 0.019 4.355 -3.345  0.55
H -2.174 -4.442 -0.742  0.38
H 0.717 -7.524 -0.104  0.39
H -1.821 1.005 2.227  -1.27
H 1.556 0.325 -6.702  0.32
H -3.001 4.939 3.438  0.47
H -1.033 5.430 -0.013  0.19
H 0.461 1.427 3.639  0.23
H 1.583 -2.574 4.559  0.40
H 5.429 -4.130 3.523  0.43
H -0.588 -0.790 4.815  0.49
H -2.203 2.545 4.051  0.56
H -5.437 4.354 3.760  0.39
H -4.837 0.045 -1.532  0.54
H 5.874 4.080 2.036  0.37
H 5.641 0.290 -1.190  0.39
H -3.253 -2.932 1.242  0.42
H -1.143 -3.039 -2.633  0.90
H -1.553 -6.816 -0.781  0.44
H -3.554 1.266 2.373  0.72
H -4.056 3.152 -3.314  0.51
H -3.103 -0.436 0.151  0.09
H 0.591 1.802 -6.503  0.37
H -2.836 -2.519 -4.314  0.51

Forces on the atoms, in the same order (eV/Å):
Pd 0.13 -0.60 -0.23
Se -0.03 0.27 -0.11
S 0.05 -0.03 -0.06
S 0.05 0.07 -0.07
S 0.00 -0.02 0.01
S 0.05 0.01 -0.17
S 0.14 0.15 -0.08
P -0.16 0.21 -0.07
P -0.14 0.14 0.29
Si -0.02 -0.02 0.15
N -0.01 -0.02 -0.08
N 0.02 0.00 0.02
C -0.01 0.01 0.00
C 0.02 0.00 0.07
C 0.04 0.05 0.00
C -0.03 0.01 -0.03
C -0.02 0.01 0.00
C -0.02 -0.02 0.01
C -0.01 -0.02 -0.02
C 0.02 0.00 -0.03
C 0.00 0.02 0.00
C 0.07 -0.11 0.14
C -0.02 0.00 -0.04
C -0.03 0.00 -0.02
C -0.07 0.06 0.06
C 0.02 0.01 0.03
C -0.04 0.00 -0.01
C 0.01 0.01 0.02
C 0.00 0.00 0.00
C -0.02 0.00 0.01
C 0.05 -0.05 -0.03
C -0.03 -0.01 0.00
C -0.04 0.12 -0.04
C 0.03 0.02 0.01
C 0.01 -0.01 -0.01
C 0.02 -0.02 -0.02
C 0.02 -0.03 0.03
C 0.00 0.00 0.00
C -0.02 0.01 0.00
C -0.03 0.00 -0.02
C -0.14 0.03 -0.13
C 0.03 0.01 0.01
C 0.00 0.02 -0.02
C -0.01 0.02 0.01
C -0.08 0.01 0.13
C -0.04 -0.03 0.00
C 0.03 -0.01 0.02
C 0.02 -0.01 0.01
C 0.07 0.00 0.05
C 0.04 0.00 -0.02
C -0.14 -0.07 0.14
C 0.01 0.02 -0.08
C 0.00 0.01 -0.01
C -0.01 0.00 0.00
C -0.01 -0.02 0.01
C -0.02 0.01 -0.02
C 0.15 0.04 0.02
C 0.00 -0.01 -0.01
C 0.01 -0.08 0.00
C 0.01 -0.01 -0.03
C 0.00 -0.01 0.00
C -0.01 0.02 -0.03
C -0.03 -0.01 0.03
C 0.01 -0.04 0.03
C 0.00 0.00 -0.01
C 0.03 -0.03 0.05
C 0.02 -0.03 -0.01
C 0.00 0.00 0.02
H -0.03 -0.02 0.02
H 0.01 0.00 0.01
H -0.02 0.01 -0.01
H 0.06 0.01 0.01
H -0.01 -0.01 0.00
H 0.00 -0.02 -0.01
H 0.01 0.00 -0.01
H 0.01 0.00 0.00
H 0.01 -0.01 0.00
H 0.01 0.00 0.00
H 0.03 -0.01 -0.01
H -0.02 0.00 -0.04
H -0.01 -0.01 0.00
H 0.03 0.00 0.01
H 0.04 0.01 0.03
H -0.01 -0.01 0.00
H -0.01 -0.01 0.02
H -0.01 0.00 -0.01
H -0.01 0.00 0.00
H -0.01 0.00 0.01
H 0.01 -0.01 -0.03
H -0.01 0.00 0.00
H 0.00 0.01 0.00
H 0.00 0.00 0.01
H -0.01 0.00 0.00
H 0.02 -0.03 -0.03
H 0.01 -0.01 0.00
H 0.00 -0.01 0.00
H -0.01 0.01 0.00
H 0.02 0.00 0.01
H 0.00 -0.02 0.01
H -0.04 0.02 -0.01
H -0.01 0.01 -0.01
H 0.01 0.00 0.00
H 0.00 -0.01 0.00
H 0.03 -0.05 0.04
H -0.02 -0.02 0.01
H 0.00 -0.01 0.03
H 0.01 0.01 0.00
H -0.02 0.03 -0.02
H -0.02 0.01 0.00
H 0.00 0.00 0.00
H 0.02 0.01 0.01
H 0.03 0.03 0.01
H 0.00 0.01 0.00
H 0.00 0.04 0.03
H 0.00 0.01 0.01
H 0.00 0.00 0.01
H 0.00 0.00 0.00
H -0.04 0.03 0.03
H 0.00 -0.01 0.00
H 0.00 0.01 -0.01
H 0.01 0.00 -0.01
H 0.00 0.01 0.00
H -0.02 0.00 0.00
H 0.00 0.00 0.00

## Properties
Gap between HOMO and LUMO   6.7 eV
Highest occupied orbital energy   -0.2450 hartree
Total charge   0
Energy above the lowest of the compared OMol25 structures with the same formula, charge and spin   0.0000 eV

[2]
ORCA calculation (ωB97M-V/def2-TZVPD) on C20H30F2Hg2N5O7S2Ti as an isolated structure in a non-equilibrium geometry.

Last column: natural (NBO) charge in e.
Element x y z (Å)
Hg 24.077 29.002 9.235  0.87
Hg 25.699 27.244 6.166  0.68
Ti 29.137 26.648 7.053  1.61
S 25.745 27.838 12.232  2.39
S 26.242 30.241 11.933  2.27
F 26.472 31.230 10.626  -0.51
F 24.456 26.904 11.908  -0.50
O 32.566 30.302 6.208  -0.78
O 26.836 26.968 11.811  -0.93
O 25.747 28.008 13.706  -0.83
O 27.673 29.821 12.138  -0.85
O 27.812 28.500 6.163  -1.01
O 25.154 29.591 7.124  -0.86
O 25.582 31.260 12.863  -0.78
N 27.694 33.412 8.674  -0.50
N 25.217 28.986 11.230  -1.19
N 28.176 29.528 3.405  -0.53
N 23.368 32.054 5.939  -0.52
N 31.652 27.261 9.311  -0.48
C 29.622 26.732 9.922  -0.37
C 27.625 29.674 6.896  -0.10
C 27.077 29.926 1.481  -0.28
C 24.016 33.253 5.706  -0.09
C 31.642 30.812 5.237  -0.06
C 30.948 26.169 9.673  -0.09
C 22.144 32.350 6.532  -0.09
C 27.902 33.948 9.896  -0.07
C 28.969 29.067 2.377  -0.09
C 27.098 34.344 7.903  -0.10
C 23.171 34.366 6.230  -0.28
C 30.858 28.374 9.159  -0.06
C 26.945 30.068 2.894  -0.11
C 32.508 31.062 4.006  -0.64
C 26.288 30.442 6.907  -0.12
C 28.252 29.317 1.191  -0.29
C 27.104 35.543 8.669  -0.28
C 27.578 35.261 9.922  -0.31
C 29.614 28.033 9.601  -0.36
C 21.950 33.743 6.594  -0.29
H 33.485 31.510 4.186  0.22
H 26.348 30.309 0.782  0.24
H 23.391 35.422 6.182  0.23
H 26.248 30.488 3.603  0.21
H 21.566 31.457 6.720  0.20
H 27.822 35.856 10.790  0.23
H 28.587 28.947 0.233  0.23
H 28.260 33.236 10.625  0.20
H 31.311 31.698 5.779  0.17
H 31.330 29.310 8.899  0.27
H 29.883 28.580 2.682  0.20
H 26.160 31.151 6.088  0.18
H 25.006 33.243 5.273  0.20
H 32.653 30.117 3.482  0.21
H 28.762 28.685 9.730  0.28
H 27.902 29.445 7.925  0.15
H 28.304 29.253 4.368  0.41
H 28.420 30.296 6.486  0.19
H 33.344 30.850 6.334  0.48
H 32.659 27.208 9.262  0.45
H 26.815 36.565 8.471  0.23
H 30.738 30.210 5.152  0.16
H 28.796 26.176 10.340  0.28
H 31.947 31.812 3.447  0.23
H 23.836 31.163 5.859  0.42
H 31.381 25.195 9.844  0.26
H 26.721 34.104 6.920  0.21
H 27.787 32.420 8.510  0.39
H 26.497 31.164 7.696  0.19
H 21.047 34.218 6.947  0.23

Forces on the atoms, in the same order (eV/Å):
Hg -0.03 0.16 -0.60
Hg 0.07 1.02 0.38
Ti -1.00 2.61 0.90
S -0.21 -5.80 3.52
S 1.73 5.61 1.43
F -0.85 -1.53 0.32
F 0.57 0.61 0.22
O -0.53 -2.40 1.35
O -0.94 1.62 -0.87
O -0.67 1.04 -3.79
O -4.33 0.40 -0.35
O 0.57 -2.92 0.12
O 1.03 0.29 -0.54
O 1.99 -4.75 -3.21
N -0.59 -0.43 0.33
N 3.10 2.71 2.63
N -1.66 0.62 -0.97
N -0.16 2.72 0.43
N 0.75 -0.36 -0.74
C 0.68 -5.67 -0.17
C 1.20 -0.01 0.27
C -2.67 1.58 2.54
C -1.61 2.02 1.66
C 2.47 1.60 1.47
C -2.70 1.58 0.57
C 0.38 -0.34 -0.88
C 1.27 -2.07 1.31
C -1.82 0.54 0.29
C -0.13 2.28 -0.21
C 1.43 -3.49 -2.15
C 1.98 0.34 0.09
C 3.00 -1.37 -0.91
C -1.78 0.40 -0.43
C -0.33 -0.87 0.45
C 3.21 -1.81 0.23
C -1.01 0.00 -2.07
C 1.19 -0.96 1.55
C -1.20 2.83 -1.19
C 0.92 -1.56 0.58
H -0.14 -0.09 0.56
H 0.04 -0.18 -0.02
H 0.05 -0.18 -0.06
H -0.12 0.04 -0.42
H -0.62 0.51 0.26
H -0.45 0.38 -0.28
H -0.02 0.39 -0.09
H 0.16 0.49 0.39
H -0.47 0.72 -0.97
H -0.22 0.03 -0.06
H 0.09 -0.03 -0.66
H -0.21 -0.63 -0.84
H -0.06 0.23 0.03
H -0.06 0.25 -0.30
H 0.13 0.13 0.09
H -0.27 0.31 0.34
H -0.09 0.16 -0.01
H -0.14 0.93 0.22
H -0.30 0.34 -0.45
H 0.01 0.49 -0.42
H -0.33 -0.30 -0.87
H 0.49 -0.63 -0.30
H -0.04 0.02 0.16
H 0.18 -0.29 -0.86
H -0.46 -0.01 0.13
H -0.04 0.17 0.12
H 0.14 0.27 0.06
H -0.14 0.45 -0.11
H -0.58 -0.20 0.75
H 0.14 -0.04 0.05

## Properties
Gap between HOMO and LUMO (alpha / beta)   3.2 / 2.6 eV
Multiplicity   5
Highest occupied orbital energy (alpha / beta)   -0.3505 / -0.3492 hartree
Expectation value of S²   6.0254
Total charge   +1

[3]
ORCA calculation (ωB97M-V/def2-TZVPD) on C3H7NO2 as an isolated structure in a non-equilibrium geometry.

Last column: natural (NBO) charge in e.
Element x y z (Å)
O 0.214 1.446 0.526  -0.71
O -0.257 -2.094 0.105  -0.62
N -1.274 -0.556 1.470  -0.82
C -0.365 -0.965 0.558  0.65
C 0.593 0.172 0.131  -0.06
C 0.832 0.176 -1.338  -0.45
H 1.594 -0.124 0.484  0.23
H -1.219 0.404 1.781  0.42
H 1.610 0.872 -1.666  0.22
H -0.327 1.010 -1.659  0.07
H -1.929 -1.207 1.876  0.41
H -0.425 1.706 -0.499  0.43
H 0.951 -0.839 -1.769  0.25

Forces on the atoms, in the same order (eV/Å):
O -2.42 1.04 -3.32
O -0.09 0.45 0.25
N 0.05 -0.06 -0.06
C 0.14 0.06 -0.13
C 0.73 -0.72 -0.31
C -2.59 1.67 -1.24
H -0.15 0.34 0.77
H -0.12 -0.18 -0.02
H -0.03 -0.27 0.29
H 2.57 -2.62 -0.18
H 0.16 0.10 -0.10
H 2.40 -0.64 4.18
H -0.65 0.83 -0.13

## Properties
Gap between HOMO and LUMO   10.1 eV
Highest occupied orbital energy   -0.3525 hartree
Total charge   0
Energy above the lowest of the compared OMol25 structures with the same formula, charge and spin   3.0044 eV

[4]
ORCA calculation (ωB97M-V/def2-TZVPD) on the molecule C4H6O2 in a non-equilibrium geometry.

Last column: natural (NBO) charge in e.
Element x y z (Å)
O -2.467 -0.334 0.062  -0.56
O -1.142 1.328 -0.855  -0.49
C 0.031 0.080 0.492  -0.37
C -1.445 0.287 -0.079  0.80
C 0.351 1.235 -0.413  -0.06
C 0.639 -1.269 0.175  -0.61
H 0.627 2.176 0.064  0.20
H 0.092 -2.064 0.690  0.23
H 0.610 -1.484 -0.897  0.21
H 1.683 -1.308 0.501  0.21
H 0.958 1.028 -1.297  0.20
H 0.062 0.326 1.558  0.23

Forces on the atoms, in the same order (eV/Å):
O 0.99 1.19 -0.41
O 1.55 0.38 0.11
C -1.58 -0.13 -0.22
C 0.32 -2.14 1.32
C -1.22 0.89 -0.74
C 0.11 -0.19 0.10
H -0.06 -0.12 -0.16
H 0.07 0.12 -0.05
H -0.04 0.08 0.11
H -0.10 -0.03 -0.03
H -0.14 0.00 0.15
H 0.09 -0.06 -0.18

## Properties
Gap between HOMO and LUMO   11.0 eV
Highest occupied orbital energy   -0.3727 hartree
Total charge   0
Energy above the lowest of the compared OMol25 structures with the same formula, charge and spin   0.8231 eV

Q: Among the records above, which one has the highest total charge?
A: C20H30F2Hg2N5O7S2Ti